No. 1
{"formula": "C4H6N2O2", "method": "ωB97M-V/def2-TZVPD", "elements": ["C", "N", "O", "C", "C", "N", "C", "O", "H", "H", "H", "H", "H", "H"], "xyz": [[1.326, 2.945, -0.819], [1.119, 1.782, -0.060], [0.603, 0.791, -0.583], [-0.097, 0.110, 0.451], [0.700, -1.156, 1.071], [-0.509, -1.977, 0.699], [-1.146, -1.165, -0.139], [-2.276, -1.479, -0.614], [0.821, 3.238, -1.920], [2.008, 3.622, -0.488], [-0.512, 0.924, 0.802], [1.702, -1.476, 0.629], [0.817, -0.804, 2.098], [-0.414, -3.044, 0.603]], "e_homo_ev": -9.0, "lumo_energy_ha": 0.0242, "energy_ev": -11313.96103, "homo_lumo_gap_ev": 9.698, "e_above_lowest_kj_mol": 683.2, "smiles": "C=NO[C@@H]1CNC1=O"}

No. 2
{"formula": "C9H14", "method": "ωB97M-V/def2-TZVPD", "elements": ["C", "C", "H", "H", "H", "H", "H", "H", "C", "C", "C", "C", "C", "C", "C", "H", "H", "H", "H", "H", "H", "H", "H"], "xyz": [[1.134, 2.806, 0.303], [1.501, 2.605, -1.170], [0.452, 2.005, 0.599], [2.014, 2.664, 0.925], [0.739, 3.811, 0.440], [2.510, 2.955, -1.413], [0.747, 3.064, -1.815], [1.477, 1.564, -1.516], [-1.224, -1.247, 2.443], [-1.207, -0.907, -1.384], [-1.669, -1.064, -0.027], [0.189, -0.778, -1.645], [-0.790, -1.062, 1.015], [1.059, -0.844, -0.585], [0.615, -0.869, 0.764], [-1.964, -1.006, -2.152], [-2.671, -1.494, 0.063], [0.493, -0.554, -2.665], [2.123, -0.807, -0.817], [-2.315, -1.356, 2.512], [-0.802, -0.477, 3.095], [1.309, -0.958, 1.588], [-0.876, -2.204, 2.849]], "e_homo_ev": [0.8, -3.3], "lumo_energy_ha": [0.1523, 0.1493], "multiplicity": 2, "energy_ev": -9558.47966, "charge": -1, "homo_lumo_gap_ev": [3.326, 7.338], "e_above_lowest_kj_mol": 30.6}